Entry 1:
The following is a quantum chemistry calculation of a structure of composition C40H42IrN7O4PS2, from the OMol25 dataset.

Geometry (Å):
Ir: 1.09 -0.19 0.50
O: 2.18 4.74 1.94
C: 1.15 4.33 1.56
O: 0.92 2.92 1.52
C: -0.05 5.02 1.05
C: -0.15 6.39 0.87
C: -1.33 6.90 0.35
C: -2.39 6.05 0.03
C: -2.28 4.67 0.21
C: -1.10 4.17 0.74
P: -0.57 2.49 1.09
C: -1.40 1.90 2.54
C: -2.64 2.43 2.91
C: -3.25 2.00 4.08
C: -2.63 1.05 4.88
C: -1.39 0.53 4.52
C: -0.77 0.95 3.36
C: -0.43 1.30 -0.19
C: 0.55 1.51 -1.23
C: 0.52 0.83 -2.41
C: -0.62 0.00 -2.74
C: -1.67 -0.09 -1.92
C: -1.72 0.55 -0.55
H: 0.68 7.04 1.12
H: -1.44 7.96 0.20
H: -3.30 6.46 -0.37
H: -3.11 4.03 -0.05
H: -3.12 3.20 2.31
H: -4.21 2.41 4.37
H: -3.10 0.72 5.79
H: -0.89 -0.18 5.16
H: 0.21 0.56 3.09
H: 1.28 2.28 -1.07
H: 1.31 0.97 -3.14
H: -0.64 -0.50 -3.70
H: -2.54 -0.68 -2.21
H: -2.60 1.20 -0.49
C: 3.35 -3.50 -0.35
O: 3.92 -3.38 0.95
C: 3.43 -2.68 1.97
S: 4.22 -2.65 3.38
S: 1.80 -1.96 1.84
H: 3.24 -4.56 -0.56
H: 4.04 -3.07 -1.07
H: 2.39 -2.99 -0.42
C: 4.05 -0.23 -0.18
N: 3.09 0.73 0.48
C: 3.36 2.05 -0.23
N: 4.72 2.48 -0.14
C: 5.58 1.48 -0.76
N: 5.43 0.19 -0.10
C: 5.80 0.35 1.32
N: 4.95 1.35 1.97
C: 3.58 0.93 1.92
C: 5.10 2.63 1.27
H: 3.74 -0.33 -1.23
H: 3.96 -1.19 0.31
H: 2.72 2.80 0.21
H: 3.12 1.90 -1.28
H: 6.62 1.80 -0.70
H: 5.32 1.38 -1.82
H: 6.84 0.66 1.38
H: 5.68 -0.61 1.83
H: 2.93 1.68 2.37
H: 3.47 -0.02 2.44
H: 6.13 2.96 1.33
H: 4.46 3.37 1.74
C: -3.53 -1.92 -5.50
C: -3.55 -2.85 -4.31
C: -2.40 -3.49 -3.86
C: -2.42 -4.37 -2.79
C: -3.62 -4.61 -2.13
N: -3.70 -5.48 -1.00
C: -2.77 -5.72 -0.05
O: -2.69 -6.67 0.67
N: -1.75 -4.67 0.12
C: -1.91 -3.37 0.21
C: -3.17 -2.70 0.17
C: -3.14 -1.37 0.29
C: -1.91 -0.58 0.48
N: -0.65 -1.31 0.47
C: -0.68 -2.59 0.34
C: -4.78 -3.99 -2.57
C: -4.75 -3.13 -3.65
H: -2.51 -1.69 -5.80
H: -4.05 -0.99 -5.28
H: -4.03 -2.38 -6.35
H: -1.46 -3.32 -4.39
H: -1.52 -4.90 -2.52
H: -4.47 -6.14 -0.98
H: -0.85 -5.07 0.36
H: -4.09 -3.25 0.06
H: -4.06 -0.80 0.27
H: -2.00 -0.13 1.48
H: 0.26 -3.12 0.30
H: -5.72 -4.20 -2.06
H: -5.67 -2.67 -3.99

Calculated values
2S+1: 2
Total charge: +2
Expectation value of S²: 0.80
Orbital gap (spin up / spin down) (eV): 4.97 / 4.76
Relative energy (zero: lowest compared OMol25 entry of this formula, charge and spin) (kcal/mol): 92.9

---

Entry 2:
The following is a quantum chemistry calculation of a structure of composition C40H43AsN4S2V, from the OMol25 dataset.

Geometry (Å):
V: -0.24 -0.92 -2.37
C: -3.32 -0.40 -1.81
C: -3.07 -1.85 -2.11
C: -4.09 -2.81 -1.94
C: -3.82 -4.12 -2.16
C: -2.53 -4.52 -2.59
C: -2.18 -5.87 -2.85
C: -0.92 -6.17 -3.26
C: 0.05 -5.16 -3.43
C: -0.25 -3.84 -3.20
S: 0.96 -2.57 -3.41
C: -1.56 -3.52 -2.76
N: -1.85 -2.20 -2.49
H: -4.34 -0.13 -2.06
H: -2.66 0.26 -2.37
H: -3.18 -0.22 -0.74
H: -5.07 -2.47 -1.63
H: -4.58 -4.88 -2.02
H: -2.93 -6.64 -2.71
H: -0.64 -7.20 -3.46
H: 1.04 -5.42 -3.77
C: 6.27 2.33 0.84
C: 4.83 1.95 0.63
C: 4.48 0.91 -0.22
C: 3.16 0.52 -0.40
C: 2.87 -0.60 -1.36
C: 2.14 1.18 0.31
As: 0.22 0.77 0.06
N: -0.02 -1.02 -0.51
C: -0.46 -2.11 0.29
C: -1.62 -2.08 1.06
C: -2.02 -3.20 1.76
C: -1.29 -4.38 1.70
C: -0.14 -4.42 0.92
C: 0.28 -3.30 0.22
C: -0.37 0.59 1.90
C: 0.35 -0.17 2.83
C: 1.63 -0.91 2.52
C: -0.14 -0.25 4.14
C: -1.30 0.39 4.54
C: -1.79 0.30 5.95
C: -2.00 1.13 3.59
C: -1.55 1.24 2.28
C: -2.35 2.10 1.33
C: 2.47 2.29 1.10
C: 1.46 3.19 1.78
C: 3.81 2.64 1.26
H: 6.93 1.77 0.19
H: 6.58 2.14 1.87
H: 6.43 3.40 0.65
H: 5.26 0.37 -0.75
H: 3.78 -0.93 -1.86
H: 2.17 -0.29 -2.14
H: 2.42 -1.47 -0.87
H: -2.21 -1.17 1.12
H: -2.93 -3.16 2.36
H: -1.61 -5.26 2.24
H: 0.44 -5.34 0.85
H: 1.16 -3.33 -0.40
H: 1.67 -1.25 1.49
H: 1.71 -1.78 3.17
H: 2.50 -0.27 2.70
H: 0.41 -0.85 4.86
H: -1.23 -0.44 6.52
H: -2.85 0.01 5.98
H: -1.70 1.26 6.46
H: -2.92 1.63 3.88
H: -3.38 2.18 1.66
H: -2.35 1.73 0.31
H: -1.94 3.12 1.30
H: 0.54 3.30 1.21
H: 1.89 4.19 1.90
H: 1.19 2.83 2.77
H: 4.05 3.49 1.89
C: 2.47 4.38 -1.64
C: 1.09 3.92 -1.97
C: -0.08 4.52 -1.57
C: -1.29 3.97 -2.00
N: -1.36 2.86 -2.73
C: -0.23 2.26 -3.08
S: -0.16 0.84 -4.06
N: 0.96 2.81 -2.73
C: -2.59 4.62 -1.64
H: 2.44 5.33 -1.12
H: 3.05 4.50 -2.56
H: 2.96 3.63 -1.01
H: -0.05 5.42 -0.97
H: 1.79 2.32 -3.04
H: -2.49 5.70 -1.58
H: -2.92 4.26 -0.66
H: -3.35 4.35 -2.37

Calculated values
2S+1: 3
Total charge: +1
Expectation value of S²: 2.03
Orbital gap (spin up / spin down) (eV): 6.81 / 7.21
Relative energy (zero: lowest compared OMol25 entry of this formula, charge and spin) (kcal/mol): 13.3

---

Entry 3:
The following is a quantum chemistry calculation of a structure of composition C40H43BrIN4OPbSSb, from the OMol25 dataset.

Geometry (Å):
Pb: 0.30 0.93 0.69
Br: 2.42 0.61 8.16
C: 1.83 1.12 6.49
C: 2.37 2.28 5.88
C: 1.93 2.64 4.65
C: 0.94 1.86 3.93
O: 0.56 2.26 2.81
C: 0.42 0.66 4.57
C: -0.60 -0.23 3.99
N: -0.82 -0.38 2.74
C: -1.85 -1.28 2.34
C: -2.05 -2.50 2.93
C: -3.13 -3.32 2.55
C: -4.01 -2.89 1.61
C: -3.82 -1.64 0.96
C: -4.71 -1.15 -0.02
C: -4.46 0.05 -0.62
C: -3.28 0.73 -0.28
N: -2.43 0.32 0.63
C: -2.70 -0.85 1.29
C: 0.86 0.35 5.83
H: 3.11 2.87 6.41
H: 2.30 3.53 4.15
H: -1.18 -0.79 4.72
H: -1.36 -2.84 3.70
H: -3.26 -4.28 3.03
H: -4.87 -3.49 1.33
H: -5.59 -1.73 -0.27
H: -5.13 0.46 -1.37
H: -3.02 1.65 -0.80
H: 0.45 -0.52 6.34
C: -1.68 3.78 0.85
C: -1.02 3.97 -0.48
C: -1.43 5.03 -1.32
C: -0.80 5.22 -2.50
C: 0.27 4.38 -2.87
C: 0.97 4.57 -4.09
C: 2.02 3.76 -4.44
C: 2.41 2.74 -3.58
C: 1.75 2.49 -2.36
S: 2.32 1.20 -1.44
C: 0.63 3.35 -1.99
N: -0.03 3.15 -0.82
H: -2.63 4.31 0.90
H: -1.03 4.18 1.64
H: -1.85 2.73 1.08
H: -2.25 5.66 -1.00
H: -1.10 6.02 -3.17
H: 0.65 5.38 -4.74
H: 2.55 3.92 -5.37
H: 3.24 2.10 -3.84
C: -2.78 -2.68 -3.11
C: -1.47 -3.22 -2.55
C: -1.71 -4.27 -1.46
Sb: -0.25 -1.61 -1.81
C: 0.17 -0.60 -3.68
C: -0.75 0.61 -3.83
C: 0.13 -1.49 -4.93
C: 1.62 -2.64 -1.46
C: 1.65 -3.08 0.00
C: 1.92 -3.80 -2.41
H: -3.39 -3.50 -3.51
H: -2.63 -1.96 -3.91
H: -3.38 -2.20 -2.32
H: -0.88 -3.65 -3.35
H: -2.27 -3.84 -0.62
H: -0.78 -4.68 -1.07
H: -2.29 -5.10 -1.86
H: 1.20 -0.25 -3.54
H: -1.77 0.31 -4.09
H: -0.40 1.27 -4.63
H: -0.81 1.20 -2.91
H: -0.87 -1.91 -5.09
H: 0.84 -2.31 -4.88
H: 0.37 -0.90 -5.82
H: 2.37 -1.85 -1.61
H: 0.94 -3.88 0.19
H: 1.41 -2.25 0.68
H: 2.64 -3.46 0.27
H: 1.17 -4.58 -2.33
H: 2.88 -4.25 -2.16
H: 1.97 -3.48 -3.45
I: 5.82 2.79 2.99
C: 4.58 1.13 2.88
C: 4.75 0.04 3.71
C: 3.85 -1.01 3.62
C: 2.81 -0.92 2.71
N: 2.64 0.13 1.90
C: 3.52 1.13 1.99
H: 5.57 0.00 4.41
H: 3.96 -1.89 4.24
H: 2.08 -1.72 2.63
H: 3.36 1.98 1.33

Calculated values
Total charge: +2
Orbital gap (spin up / spin down) (eV): 4.94 / 5.13
Relative energy (zero: lowest compared OMol25 entry of this formula, charge and spin) (kcal/mol): 0.0

---

Entry 4:
The following is a quantum chemistry calculation of a structure of composition C40H43F4N2O3PRbS, from the OMol25 dataset.

Geometry (Å):
Rb: -0.92 0.77 -0.20
C: 3.07 2.62 0.30
C: 1.68 3.13 0.08
C: 0.84 3.39 1.17
C: 1.27 2.91 2.55
C: -0.35 4.09 0.99
C: -1.18 4.56 2.16
C: -0.76 4.41 -0.32
C: -2.09 5.09 -0.51
C: 0.06 4.10 -1.43
C: -0.36 4.43 -2.83
C: 1.25 3.40 -1.24
C: 2.09 2.96 -2.42
H: 3.18 1.57 0.01
H: 3.33 2.75 1.36
H: 3.80 3.23 -0.29
H: 1.88 3.66 3.09
H: 1.83 1.96 2.53
H: 0.39 2.67 3.18
H: -1.93 3.79 2.49
H: -1.69 5.50 1.90
H: -0.52 4.80 3.01
H: -2.83 4.66 0.22
H: -2.49 4.93 -1.53
H: -2.03 6.19 -0.33
H: -0.94 3.61 -3.30
H: 0.54 4.59 -3.45
H: -0.95 5.36 -2.88
H: 2.58 3.83 -2.93
H: 1.48 2.39 -3.13
H: 2.87 2.27 -2.09
C: -3.58 1.58 -2.58
N: -3.84 1.19 -1.20
C: -4.76 2.13 -0.53
C: -4.18 -0.19 -1.02
C: -4.28 -0.79 0.40
N: -3.09 -0.49 1.21
C: -2.70 -1.28 2.19
C: -1.43 -1.04 2.86
F: -0.67 0.07 2.51
C: -0.82 -1.90 3.74
F: 0.45 -1.59 4.12
C: -1.51 -3.02 4.21
C: -2.77 -3.29 3.66
F: -3.43 -4.39 4.07
C: -3.34 -2.45 2.72
F: -4.57 -2.75 2.19
H: -2.78 0.98 -3.02
H: -3.19 2.63 -2.59
H: -4.47 1.55 -3.24
H: -5.81 2.02 -0.91
H: -4.44 3.16 -0.72
H: -4.77 1.96 0.57
H: -3.41 -0.78 -1.56
H: -5.17 -0.40 -1.49
H: -4.44 -1.89 0.27
H: -5.20 -0.42 0.93
H: -1.10 -3.70 4.94
O: -0.53 -0.49 -4.25
S: 0.00 -0.90 -2.94
O: -1.05 -1.40 -2.00
O: 0.90 0.14 -2.29
C: 1.13 -2.25 -2.99
C: 1.39 -2.83 -4.22
C: 2.24 -3.93 -4.27
C: 2.81 -4.42 -3.09
C: 2.60 -3.78 -1.87
C: 1.72 -2.70 -1.80
P: 1.35 -1.92 -0.23
C: 2.96 -1.33 0.32
C: 4.01 -1.10 -0.59
C: 5.24 -0.67 -0.11
C: 5.41 -0.34 1.25
C: 4.34 -0.53 2.14
C: 3.10 -1.01 1.68
C: 0.90 -3.33 0.78
C: 1.89 -4.03 1.48
C: 1.56 -5.21 2.15
C: 0.23 -5.67 2.13
C: -0.77 -4.96 1.43
C: -0.44 -3.79 0.73
H: 0.92 -2.38 -5.11
H: 2.45 -4.38 -5.21
H: 3.43 -5.31 -3.10
H: 3.10 -4.15 -0.97
H: 3.87 -1.28 -1.65
H: 6.06 -0.56 -0.81
H: 6.33 0.10 1.61
H: 4.45 -0.30 3.20
H: 2.28 -1.18 2.37
H: 2.92 -3.68 1.43
H: 2.32 -5.76 2.69
H: -0.02 -6.59 2.67
H: -1.78 -5.32 1.47
H: -1.15 -3.27 0.09

Calculated values
Total charge: -1
Orbital gap (eV): 5.72
Relative energy (zero: lowest compared OMol25 entry of this formula, charge and spin) (kcal/mol): 0.0

---

Entry 5:
The following is a quantum chemistry calculation of a structure of composition C40H44As2Cl2FeN2O2S, from the OMol25 dataset.

Geometry (Å):
Fe: 0.50 1.88 0.13
O: 1.66 -2.59 1.43
C: 1.15 -1.58 2.15
O: -0.10 -1.40 2.25
C: 2.17 -0.61 2.73
C: 2.54 -0.70 4.06
C: 3.35 0.26 4.64
C: 4.17 1.12 3.84
C: 3.79 1.24 2.52
C: 2.77 0.42 1.99
S: 2.40 0.66 0.34
H: 2.03 -1.41 4.72
H: 3.43 0.27 5.72
H: 5.01 1.67 4.26
H: 4.33 1.91 1.88
Cl: 0.90 3.49 -1.73
C: 2.35 4.64 -1.54
Cl: 2.04 6.32 -1.87
H: 3.12 4.20 -2.17
H: 2.67 4.57 -0.48
C: -1.82 -0.95 -1.66
C: -1.57 -1.50 -0.29
As: 0.39 -3.04 0.13
C: -0.56 -4.56 1.02
C: -1.07 -4.54 2.32
C: -1.40 -5.71 3.02
C: -1.27 -6.93 2.42
C: -0.73 -7.02 1.15
C: -0.52 -5.83 0.43
C: 1.84 -4.17 -0.77
C: 3.17 -4.43 -0.23
C: 4.31 -4.37 -1.06
C: 4.11 -4.36 -2.40
C: 2.83 -4.29 -2.98
C: 1.72 -4.23 -2.17
As: -0.61 0.79 -1.95
C: -2.01 1.46 -3.09
C: -2.56 2.70 -2.94
C: -3.34 3.28 -3.96
C: -3.55 2.64 -5.14
C: -3.10 1.34 -5.29
C: -2.39 0.70 -4.24
C: 0.55 0.19 -3.48
C: 0.75 0.80 -4.75
C: 1.78 0.33 -5.61
C: 2.75 -0.56 -5.16
C: 2.52 -1.18 -3.89
C: 1.49 -0.80 -3.07
H: -2.78 -0.44 -1.65
H: -1.65 -1.65 -2.56
H: -2.28 -2.23 0.09
H: -1.06 -0.84 0.46
H: -1.30 -3.60 2.80
H: -1.86 -5.60 4.02
H: -1.53 -7.88 2.98
H: -0.45 -7.99 0.68
H: -0.14 -5.94 -0.54
H: 3.29 -4.53 0.83
H: 5.32 -4.32 -0.65
H: 5.08 -4.30 -2.99
H: 2.70 -4.32 -4.08
H: 0.78 -4.02 -2.63
H: -2.40 3.31 -2.10
H: -3.59 4.31 -3.90
H: -4.21 3.12 -5.92
H: -3.29 0.84 -6.24
H: -2.19 -0.37 -4.39
H: 0.08 1.54 -5.21
H: 1.80 0.73 -6.62
H: 3.57 -0.86 -5.78
H: 3.28 -1.87 -3.47
H: 1.24 -1.30 -2.14
C: -4.15 3.83 1.60
C: -2.87 4.50 2.21
N: -2.03 3.57 2.98
C: -2.26 3.40 4.41
C: -3.68 3.60 4.99
C: -0.82 3.20 2.39
C: 0.30 2.65 3.25
N: -0.58 3.26 1.08
H: -4.85 3.79 2.45
H: -3.93 2.81 1.29
H: -4.53 4.42 0.78
H: -3.22 5.35 2.83
H: -2.33 4.85 1.35
H: -1.69 4.14 4.98
H: -1.89 2.45 4.82
H: -4.20 4.53 4.64
H: -3.70 3.62 6.07
H: -4.40 2.79 4.68
H: 0.61 3.43 4.02
H: 1.15 2.39 2.63
H: -0.07 1.76 3.83
H: -1.24 3.74 0.51

Calculated values
2S+1: 5
Expectation value of S²: 6.06
Orbital gap (spin up / spin down) (eV): 6.80 / 6.30
Relative energy (zero: lowest compared OMol25 entry of this formula, charge and spin) (kcal/mol): 87.0